The following is a quantum chemistry calculation of a 2-piece molecular cluster, C3H4N2O3 overall at a distorted geometry, from OMol25.

Energy relative to the best compared isomer or geometry (same formula, charge and spin)   271.1 kcal per mole
Electronic energy   -12287.2409 eV
F_max   0.1971 Eh/bohr
Charge   0

Structure (XYZ):
```
12
C3H4N2O3, DFT ωB97M-V with the def2-TZVPD basis set
C -1.93933 -0.81827 0.16876
C 0.40155 -0.17680 -0.30265
C 2.71935 0.31876 0.41474
H -2.20382 1.44825 -0.57569
H -1.50431 -1.76958 -0.18095
H 0.64064 -1.22585 -0.75450
H 3.57163 1.70279 1.37290
N -0.89460 0.05042 -0.43317
N 1.28103 0.83690 0.29478
O -1.34597 1.44158 -0.34701
O -3.06348 -0.65648 0.52521
O 3.12213 -1.07372 -0.25047
```

From a Mulliken analysis of the wavefunction, the atomic charges in e read: atom 1 (C): 0.193, atom 2 (C): 0.008, atom 3 (C): 0.026, atom 4 (H): 0.293, atom 5 (H): 0.232, atom 6 (H): 0.349, atom 7 (H): 0.289, atom 8 (N): 0.199, atom 9 (N): -0.327, atom 10 (O): -0.378, atom 11 (O): -0.388, atom 12 (O): -0.496

The following is a quantum chemistry calculation of an isolated molecule of C3H4N2O3 at a distorted geometry, from OMol25.

Energy relative to the best compared isomer or geometry (same formula, charge and spin)   121.3 kcal per mole
Electronic energy   -12293.7371 eV
SMILES string   Nc1c(O)[nH]oc1=O
F_max   0.1129 Eh/bohr
Charge   0

Structure (XYZ):
```
12
C3H4N2O3, DFT ωB97M-V with the def2-TZVPD basis set
C 0.50669 0.21564 0.59162
C -0.21100 0.79929 -0.47222
C -0.02361 -1.15475 0.40457
H 2.56767 0.36796 0.13059
H 2.37396 0.48281 1.78052
H 0.88258 2.18680 -0.78296
H -2.39912 0.72528 -0.39079
N 1.83212 0.87481 0.80915
N -1.49289 0.17208 -0.72713
O -0.15092 2.14696 -0.84339
O -1.16806 -1.24114 -0.55405
O 0.38997 -2.18734 0.84053
```

From a Mulliken analysis of the wavefunction, the atomic charges in e read: atom 1 (C): 0.228, atom 2 (C): 0.225, atom 3 (C): 0.416, atom 4 (H): 0.295, atom 5 (H): 0.342, atom 6 (H): 0.420, atom 7 (H): 0.297, atom 8 (N): -0.746, atom 9 (N): -0.199, atom 10 (O): -0.478, atom 11 (O): -0.259, atom 12 (O): -0.542

The following is a quantum chemistry calculation of a 2-piece molecular cluster, C3H4N2O3 overall at a distorted geometry, from OMol25.

Energy relative to the best compared isomer or geometry (same formula, charge and spin)   119.6 kcal per mole
Electronic energy   -12293.8081 eV
F_max   0.1251 Eh/bohr
Charge   0

Structure (XYZ):
```
12
C3H4N2O3, DFT ωB97M-V with the def2-TZVPD basis set
C -1.08307 -2.06359 -0.46577
C 0.21424 -0.03677 -0.38574
C 0.72624 1.89357 0.18820
H -1.67368 -1.72268 0.39558
H -1.84684 -2.42090 -1.20460
H -0.60554 -3.35929 -0.00025
H 1.57085 3.41296 0.97175
N 0.33459 -0.09231 0.94691
N 0.54236 1.18524 -0.84569
O -0.38449 -1.04117 -0.94298
O 0.67160 1.16168 1.21991
O 1.53375 3.08326 0.12268
```

From a Mulliken analysis of the wavefunction, the atomic charges in e read: atom 1 (C): -0.636, atom 2 (C): 0.710, atom 3 (C): 0.574, atom 4 (H): 0.324, atom 5 (H): 0.258, atom 6 (H): 0.221, atom 7 (H): 0.310, atom 8 (N): -0.317, atom 9 (N): -0.551, atom 10 (O): -0.358, atom 11 (O): -0.138, atom 12 (O): -0.398

The following is a quantum chemistry calculation of an isolated molecule of C3H4N2OS at a distorted geometry, from OMol25.

Energy relative to the best compared isomer or geometry (same formula, charge and spin)   100.3 kcal per mole
Electronic energy   -19034.6988 eV
SMILES string   NC(=S)/C=C\N=O
F_max   0.0942 Eh/bohr
Charge   0

Structure (XYZ):
```
11
C3H4N2OS, DFT ωB97M-V with the def2-TZVPD basis set
C -0.26152 -0.91594 -0.11343
C 1.12694 -1.16121 0.04353
C -1.11471 0.24728 -0.14793
N 1.93399 -0.19153 0.48995
N -0.65561 1.49389 -0.31316
O 1.78032 0.97733 0.25827
S -2.71396 -0.07380 0.24174
H -0.78537 -1.95916 -0.09872
H 1.49677 -2.19170 0.30892
H 0.42952 1.50916 -0.43076
H -1.23637 2.26568 -0.23841
```

From a Mulliken analysis of the wavefunction, the atomic charges in e read: atom 1 (C): -0.200, atom 2 (C): -0.275, atom 3 (C): 0.500, atom 4 (N): -0.023, atom 5 (N): -0.362, atom 6 (O): -0.393, atom 7 (S): -0.332, atom 8 (H): 0.264, atom 9 (H): 0.323, atom 10 (H): 0.311, atom 11 (H): 0.187

Values of molar mass, in order: 116.08; 116.08; 116.08; 116.14, all in Da.